Record 1
The following is a DFT calculation (ωB97M-V/def2-TZVPD) of a 2-piece molecular cluster, C5H10O overall.

```
16
Properties=species:S:1:pos:R:3
C 0.21282 -2.26987 0.40188
C 0.75347 -1.00534 -0.19798
C 1.73902 -0.30509 0.35552
O 2.16800 0.88852 -0.16245
H 0.86247 -2.65739 1.20291
H -0.78030 -2.10573 0.83739
H 0.10232 -3.06838 -0.34093
H 0.29233 -0.63584 -1.11145
H 2.21708 -0.62374 1.28148
H 2.93589 1.19238 0.33482
C -2.30384 1.91676 -0.77036
C -1.19473 1.62053 -0.09861
H -2.27160 2.39016 -1.74879
H -3.29501 1.69104 -0.38344
H -1.24162 1.14680 0.87918
H -0.19630 1.82517 -0.47919
```

Computed properties:
Structure (SMILES): C/C=C/O.C=C
HOMO-LUMO gap: 9.46 eV
Spin multiplicity: 1
Lowest unoccupied orbital energy: 0.83 eV
Energy above the lowest of the compared OMol25 structures with the same formula, charge and spin: 43.15 kcal/mol

***

Record 2
The following is a DFT calculation (ωB97M-V/def2-TZVPD) of one molecule with the formula C5H10O.

```
16
Properties=species:S:1:pos:R:3
C -2.83066 0.25232 1.15232
C -1.88237 -0.52655 0.63216
C -0.83171 0.00899 -0.33153
O 0.26707 0.32542 0.48260
C 1.47257 -0.42107 0.42591
C 2.44627 0.43366 -0.37665
H -3.40192 -0.02134 2.04015
H -2.99147 1.24423 0.72301
H -1.57302 -1.46433 1.10466
H -0.58725 -0.70758 -1.13552
H -1.16406 0.93680 -0.82427
H 1.35643 -1.43867 0.00794
H 1.81165 -0.55821 1.46660
H 3.43132 -0.03029 -0.49717
H 2.53603 1.40320 0.13070
H 2.00166 0.62313 -1.36216
```

Computed properties:
Structure (SMILES): C=CCOCC
HOMO-LUMO gap: 10.56 eV
Spin multiplicity: 1
Lowest unoccupied orbital energy: 1.18 eV
Energy above the lowest of the compared OMol25 structures with the same formula, charge and spin: 38.86 kcal/mol

***

Record 3
The following is a DFT calculation (ωB97M-V/def2-TZVPD) of a 2-piece molecular cluster, C5H10O overall.

```
16
Properties=species:S:1:pos:R:3
C -2.32190 0.42969 -0.25030
C -1.07471 0.37617 0.18562
C 0.05719 -0.40346 -0.37521
C 0.54211 -0.01861 -1.55803
C 0.51883 -1.62329 0.33335
H -2.79271 -0.05658 -1.09712
H -3.05328 1.08005 0.22643
H -0.91039 0.89712 1.12223
H 1.24750 -0.68224 -2.04996
H 0.09581 0.56425 -2.35363
H -0.21471 -2.41264 0.50570
H 0.81845 -1.33067 1.33976
H 1.41791 -2.06009 -0.08456
O 1.81225 1.09040 1.30716
H 1.62630 1.22125 0.36373
H 1.26368 1.82819 1.61081
```

Computed properties:
Structure (SMILES): C=CC(=C)C.O
HOMO-LUMO gap: 10.35 eV
Spin multiplicity: 1
Lowest unoccupied orbital energy: 0.83 eV
Energy above the lowest of the compared OMol25 structures with the same formula, charge and spin: 44.85 kcal/mol

***

Record 4
The following is a DFT calculation (ωB97M-V/def2-TZVPD) of one molecule with the formula C5H10O.

```
16
Properties=species:S:1:pos:R:3
C -1.44623 0.97913 0.71432
C -0.65412 0.09393 -0.28762
C 0.74821 0.66581 -0.53977
C 1.72266 -0.51200 -0.57613
O 1.10692 -1.52547 0.18817
C -0.29432 -1.29895 0.29293
H -1.51610 2.03339 0.40484
H -2.47226 0.61791 0.84236
H -0.99477 0.99657 1.72166
H -1.23508 -0.00654 -1.21299
H 0.86872 1.34465 -1.39203
H 0.88507 1.19463 0.39731
H 2.67659 -0.25221 -0.09897
H 1.96314 -0.87536 -1.58861
H -0.81800 -2.10953 -0.22425
H -0.54042 -1.34597 1.35877
```

Computed properties:
Structure (SMILES): C[C@H]1CCOC1
HOMO-LUMO gap: 10.61 eV
Spin multiplicity: 1
Lowest unoccupied orbital energy: 1.12 eV
Energy above the lowest of the compared OMol25 structures with the same formula, charge and spin: 15.84 kcal/mol

***

Record 5
The following is a DFT calculation (ωB97M-V/def2-TZVPD) of a 2-piece molecular cluster, C5H10O overall.

```
16
Properties=species:S:1:pos:R:3
C 0.65760 1.91025 0.10296
C -0.29476 1.37148 -0.64944
C -0.09799 0.20384 -1.56782
O 1.21757 -0.29587 -1.44482
H 0.45246 2.76235 0.74598
H 1.66744 1.50829 0.10005
H -1.31016 1.76669 -0.62222
H -0.84140 -0.57093 -1.31754
H -0.30375 0.52968 -2.60105
H 1.35120 -0.95011 -2.13993
C -0.36986 -0.90481 2.03195
C -0.46445 -1.85224 1.10633
H 0.50592 -0.26452 2.09292
H -1.16195 -0.71807 2.75411
H 0.33216 -2.00344 0.38086
H -1.34003 -2.49260 1.02767
```

Computed properties:
Structure (SMILES): C=CCO.C=C
HOMO-LUMO gap: 10.32 eV
Spin multiplicity: 1
Lowest unoccupied orbital energy: 0.86 eV
Energy above the lowest of the compared OMol25 structures with the same formula, charge and spin: 48.40 kcal/mol

***

Record 6
The following is a DFT calculation (ωB97M-V/def2-TZVPD) of one molecule with the formula C5H10O.

```
16
Properties=species:S:1:pos:R:3
C 2.02943 -0.35694 -0.50743
C 0.78785 -0.64278 0.33766
C -0.51266 -0.05623 -0.24794
C -1.77896 -0.49863 0.47166
C -0.27544 1.39618 -0.37706
O -1.31814 2.16568 -0.11472
H 2.16612 0.71893 -0.64316
H 2.92652 -0.77101 -0.03549
H 1.93439 -0.80637 -1.50360
H 0.65305 -1.72319 0.45693
H 0.92607 -0.23364 1.34891
H -0.55366 -0.35743 -1.31180
H -1.71571 -0.27291 1.54225
H -2.65656 0.01834 0.07123
H -1.92652 -1.57620 0.35721
H -0.74550 2.92413 -0.31395
```

Computed properties:
HOMO-LUMO gap: 9.19 eV
Spin multiplicity: 1
Lowest unoccupied orbital energy: 0.89 eV
Energy above the lowest of the compared OMol25 structures with the same formula, charge and spin: 66.84 kcal/mol

***

Record 7
The following is a DFT calculation (ωB97M-V/def2-TZVPD) of one molecule with the formula C5H10O.

```
16
Properties=species:S:1:pos:R:3
C 1.36230 0.56229 0.91847
C 0.28843 0.04192 -0.02098
C 0.76878 -0.99495 -1.02930
C -1.06072 -0.26674 0.66179
C -1.63564 0.67020 -0.40199
O -0.32766 1.12699 -0.76721
H 2.29105 0.80943 0.39386
H 1.58690 -0.17543 1.69835
H 0.98761 1.46995 1.40239
H 1.57806 -0.56459 -1.62967
H -0.04819 -1.24630 -1.71555
H 1.12923 -1.91999 -0.56637
H -1.10860 0.15576 1.67025
H -1.40576 -1.30377 0.68204
H -2.27493 1.49288 -0.06683
H -2.13085 0.14233 -1.22926
```

Computed properties:
Structure (SMILES): CC1(C)CCO1
HOMO-LUMO gap: 10.55 eV
Spin multiplicity: 1
Lowest unoccupied orbital energy: 1.01 eV
Energy above the lowest of the compared OMol25 structures with the same formula, charge and spin: 22.19 kcal/mol

***

Record 8
The following is a DFT calculation (ωB97M-V/def2-TZVPD) of one molecule with the formula C5H10O.

```
16
Properties=species:S:1:pos:R:3
C -0.24591 1.57216 0.54502
C -0.01181 0.09066 0.83726
C -1.09243 -0.86102 0.25841
C -0.19006 -1.09759 -0.97340
C 0.99692 -0.58078 -0.13971
O 1.99090 0.19342 -0.75408
H 0.69874 2.08114 0.31659
H -0.92893 1.72649 -0.29989
H -0.67617 2.08488 1.40964
H 0.22477 -0.04699 1.89826
H -1.21131 -1.76559 0.86323
H -2.08244 -0.43223 0.06843
H -0.12921 -2.10166 -1.40418
H -0.41753 -0.38558 -1.77654
H 1.52610 -1.39689 0.36200
H 1.54836 0.91959 -1.21103
```

Computed properties:
Structure (SMILES): C[C@H]1CC[C@H]1O
HOMO-LUMO gap: 10.94 eV
Spin multiplicity: 1
Lowest unoccupied orbital energy: 1.04 eV
Energy above the lowest of the compared OMol25 structures with the same formula, charge and spin: 21.25 kcal/mol

***

Record 9
The following is a DFT calculation (ωB97M-V/def2-TZVPD) of a 2-piece molecular cluster, C5H10O overall.

```
16
Properties=species:S:1:pos:R:3
C 1.44125 -0.70812 0.29040
C 0.56318 -0.21579 1.43117
C -0.55729 -1.04697 1.98213
C -0.92436 -0.02798 1.27812
H 1.84039 0.12520 -0.30493
H 2.30139 -1.27259 0.66955
H 0.87481 -1.36405 -0.38015
H 1.09672 0.44740 2.12260
H -0.81394 -1.91592 2.56970
H -1.69461 0.58852 0.83638
C -0.80739 0.71572 -2.03108
O -0.73022 1.79897 -1.12863
H 0.13522 0.55561 -2.57415
H -1.58610 0.96062 -2.75769
H -1.08428 -0.22518 -1.53093
H -0.05475 1.58456 -0.47248
```

Computed properties:
Structure (SMILES): CC1C=C1.CO
HOMO-LUMO gap: 10.73 eV
Spin multiplicity: 1
Lowest unoccupied orbital energy: 1.07 eV
Energy above the lowest of the compared OMol25 structures with the same formula, charge and spin: 75.34 kcal/mol

***

Record 10
The following is a DFT calculation (ωB97M-V/def2-TZVPD) of a 2-piece molecular cluster, C5H10O overall.

```
16
Properties=species:S:1:pos:R:3
C -0.68577 1.45149 0.36435
C -0.47533 -0.05245 0.30670
C -1.15277 -0.87925 -0.82296
C 0.19572 -1.56829 -1.15756
C 0.86597 -0.54678 -0.24015
O 2.00281 -0.18354 -0.08977
H -0.01404 1.90820 1.09783
H -0.48049 1.90995 -0.60973
H -1.71730 1.69236 0.64278
H -0.65547 -0.50769 1.29015
H -1.96476 -1.54006 -0.51150
H -1.50816 -0.24008 -1.63710
H 0.28192 -2.58621 -0.76165
H 0.53463 -1.56519 -2.19735
H 2.40325 1.55455 2.47686
H 2.36980 1.15298 1.84910
```

Computed properties:
Structure (SMILES): C[C@H]1CCC1=O.[H][H]
HOMO-LUMO gap: 10.43 eV
Spin multiplicity: 1
Lowest unoccupied orbital energy: 0.95 eV
Energy above the lowest of the compared OMol25 structures with the same formula, charge and spin: 38.47 kcal/mol

***

Record 11
The following is a DFT calculation (ωB97M-V/def2-TZVPD) of one molecule with the formula C5H10O.

```
16
Properties=species:S:1:pos:R:3
C 2.00603 -0.25276 -0.31488
C 0.68695 -0.54507 0.39566
C -0.57071 -0.02837 -0.30631
C -1.81789 -0.46126 0.48560
C -0.54364 1.48231 -0.43520
O 0.09224 2.20925 0.29230
H 2.21549 0.82108 -0.33272
H 2.83049 -0.74452 0.21203
H 2.00601 -0.62200 -1.34766
H 0.57276 -1.62728 0.53481
H 0.71177 -0.09499 1.39483
H -0.65311 -0.43882 -1.32408
H -1.79516 -0.03206 1.49355
H -2.75949 -0.17113 0.00802
H -1.81567 -1.55198 0.58756
H -1.16035 1.91801 -1.25193
```

Computed properties:
Structure (SMILES): CC[C@@H](C)C=O
HOMO-LUMO gap: 10.77 eV
Spin multiplicity: 1
Lowest unoccupied orbital energy: 1.01 eV
Energy above the lowest of the compared OMol25 structures with the same formula, charge and spin: 7.89 kcal/mol

***

Record 12
The following is a DFT calculation (ωB97M-V/def2-TZVPD) of one molecule with the formula C5H10O.

```
16
Properties=species:S:1:pos:R:3
C -1.91588 0.00979 -0.57845
C -0.61225 -0.99405 -0.89087
C -0.12930 -0.51786 0.40393
O -0.42721 -1.06683 1.44840
C 0.62000 0.78163 0.31613
C 2.01641 0.34669 0.71412
H -1.94718 0.76729 -1.35944
H -2.83004 -0.56150 -0.46516
H -1.87826 0.61608 0.36076
H -0.09954 -0.63761 -1.79459
H -0.59057 -2.10419 -0.91910
H 0.17986 1.49935 1.01001
H 0.58610 1.20953 -0.69705
H 2.45746 -0.27485 -0.07529
H 2.65976 1.19721 0.91625
H 1.91066 -0.27068 1.61035
```

Computed properties:
Structure (SMILES): CCC(=O)CC
HOMO-LUMO gap: 10.23 eV
Spin multiplicity: 1
Lowest unoccupied orbital energy: 1.00 eV
Energy above the lowest of the compared OMol25 structures with the same formula, charge and spin: 34.44 kcal/mol